Record 1
C10H38F2HgNO13S2 | the ωB97M-V functional and the def2-TZVPD basis

Properties
Total charge: +1
LUMO in eV: -6.47

Cartesian coordinates (Å):
1 O -0.748 0.028 -1.243
2 C 0.095 4.011 -3.438
3 H 3.887 4.156 -1.862
4 C -1.882 2.741 6.638
5 O -1.269 -4.366 -3.649
6 H -1.407 -4.417 -4.602
7 H -2.102 -3.756 1.957
8 O -1.756 2.946 4.270
9 Hg 1.653 -1.427 2.128
10 H -3.287 -3.854 -3.583
11 H -0.395 -2.049 4.411
12 H 2.768 -0.476 -3.297
13 H -4.149 -3.624 1.405
14 S -0.901 0.032 0.185
15 H -1.193 3.159 3.521
16 H -3.409 -3.502 -1.295
17 H -4.238 -3.574 3.172
18 H 0.837 4.658 -3.921
19 O 2.855 -2.582 -1.640
20 F -0.980 -1.565 0.443
21 F 1.940 2.067 1.432
22 O 1.236 -3.095 0.677
23 H -2.396 3.701 6.688
24 C 1.787 -0.771 -2.925
25 C 4.264 3.130 -1.976
26 H 3.587 -2.530 -2.262
27 O 4.435 2.844 -3.332
28 H -1.054 -2.005 3.013
29 C 0.299 2.536 -3.576
30 H -2.020 -2.492 -3.286
31 C -2.340 -3.526 -3.159
32 O -0.276 2.658 1.730
33 H -1.131 5.287 -4.267
34 C 1.714 -2.223 -2.448
35 H 1.750 -2.849 -3.345
36 O -2.135 0.435 0.777
37 H -1.671 -3.429 -1.025
38 H -0.150 3.307 5.429
39 H 3.145 0.804 4.066
40 S 0.460 1.821 0.830
41 H 0.153 4.264 -2.369
42 H 1.109 2.194 -2.932
43 C -1.005 2.621 5.433
44 O -0.196 -1.859 3.485
45 C -3.893 -3.033 2.291
46 H 1.075 -0.692 -3.749
47 H 2.256 1.131 2.855
48 O 0.683 2.338 -0.481
49 H -1.351 2.592 7.577
50 C -2.446 -3.852 -1.670
51 H 0.544 2.275 -4.606
52 H 3.430 2.567 -1.552
53 H 4.983 3.429 -3.850
54 H -0.599 2.009 -3.251
55 H 0.751 -2.408 -1.972
56 H -2.324 -4.927 -1.525
57 H 0.660 -3.855 0.832
58 H -2.638 1.966 6.487
59 O -1.155 4.357 -4.028
60 N 0.436 0.109 1.063
61 O 2.783 0.417 3.257
62 H 5.200 2.958 -1.438
63 H -4.383 -2.074 2.149
64 H 1.726 -3.293 -0.152
65 O -2.467 -2.915 2.237
66 H 1.474 -0.117 -2.115
67 H -0.632 1.588 5.382

Mulliken atomic charge list, values in e, 4 entries:
1 O -0.48
2 C -0.30
3 H 0.28
4 C -1.21



Record 2
C10H38O9 | the ωB97M-V functional and the def2-TZVPD basis

Properties
LUMO in eV: -0.02

Cartesian coordinates (Å):
1 C -2.093 -0.799 -6.853
2 H 4.368 -2.039 -2.021
3 H -2.902 3.026 0.613
4 O 5.755 -1.763 -0.476
5 H 3.425 0.340 4.132
6 H -5.573 -1.734 1.886
7 H -2.289 -0.186 -7.732
8 H -3.117 -4.495 -0.908
9 H 3.809 5.483 -4.318
10 H -2.104 4.377 1.103
11 O 1.830 3.981 -3.936
12 H -0.110 -0.420 -0.344
13 H -0.226 -2.494 5.990
14 H -1.017 -0.515 3.984
15 H -2.788 3.771 3.354
16 C 4.426 0.985 6.105
17 H 1.190 3.267 -3.888
18 H 4.162 -3.094 -0.498
19 O -0.332 -1.120 4.277
20 O -2.640 -2.119 -6.954
21 H -5.074 -1.586 -0.625
22 C -3.010 3.823 1.349
23 H -3.936 4.321 1.062
24 H -1.821 -2.192 5.287
25 C 5.154 0.762 4.820
26 H 3.619 2.804 -4.037
27 H -2.409 -2.539 -6.122
28 H -5.656 -3.941 1.994
29 H -7.193 -2.228 1.449
30 C -6.148 -2.286 1.143
31 H -0.751 -1.427 -1.275
32 H 5.909 1.543 4.727
33 H 4.741 4.324 -5.323
34 H -2.379 -0.284 -5.935
35 C 4.823 -2.553 -1.174
36 C 3.749 4.700 -5.075
37 H 3.625 0.271 6.294
38 O -2.873 3.134 2.641
39 H -1.021 -0.973 -6.768
40 H -6.446 -0.626 -0.052
41 H -1.669 -4.937 -0.860
42 O -5.758 -3.592 1.105
43 H 5.468 -3.322 -1.599
44 H 5.554 -0.250 4.759
45 C -0.840 -1.756 5.474
46 C -6.101 -1.638 -0.265
47 H -1.112 -1.027 6.238
48 O -0.337 -0.565 -1.263
49 H -6.806 -2.028 -1.000
50 H 3.941 1.960 6.163
51 O 4.120 0.912 3.798
52 H 5.297 -1.112 0.061
53 H 3.222 5.082 -5.949
54 O -2.328 -4.565 -1.446
55 H 5.107 0.956 6.955
56 C 2.987 3.478 -4.616
57 H 2.574 2.906 -5.447

Mulliken atomic charge list, values in e, 4 entries:
1 C -0.50
2 H 0.24
3 H 0.21
4 O -0.50



Record 3
C10H3Cl3F6MnN3OS2 | the ωB97M-V functional and the def2-TZVPD basis

Properties
Total charge: +1
LUMO (alpha / beta) in eV: -7.01 / -6.62
2S+1: 4

Cartesian coordinates (Å):
1 C 1.726 2.742 -1.186
2 F -1.001 2.817 -1.223
3 F 1.637 3.723 -2.061
4 Cl -4.005 -2.403 -2.783
5 C -2.502 -0.314 -2.341
6 F -1.256 3.509 0.811
7 H 1.107 3.995 1.989
8 O 0.693 1.717 0.674
9 Mn -0.396 0.748 -0.383
10 C 0.946 2.986 0.125
11 N -1.059 -1.931 4.504
12 F 1.172 1.609 -1.807
13 N 1.834 -3.725 2.188
14 H 2.648 3.436 1.323
15 C 1.691 3.889 1.077
16 C -0.559 -1.158 2.088
17 C -0.428 3.613 -0.210
18 C -3.556 -0.785 -3.272
19 Cl -4.897 0.331 -3.124
20 C 1.207 -2.834 1.822
21 C 0.429 -1.731 1.336
22 F 2.987 2.446 -0.971
23 Cl -2.870 -0.763 -4.881
24 S 0.773 -1.199 -0.241
25 S -1.582 0.044 1.459
26 C -0.822 -1.588 3.432
27 H 1.853 4.870 0.632
28 F -0.415 4.850 -0.635
29 N -1.707 0.039 -1.605

Mulliken atomic charge list, values in e, 4 entries:
1 C 0.99
2 F -0.29
3 F -0.24
4 Cl -0.06



Record 4
C10H40Al2O14P | the ωB97M-V functional and the def2-TZVPD basis

Properties
Total charge: +3
LUMO in eV: -15.27

Cartesian coordinates (Å):
1 H -3.839 0.223 1.152
2 H 2.839 0.104 1.036
3 C -1.559 3.096 -0.573
4 H -0.998 1.362 -1.448
5 H 4.033 2.825 0.106
6 H -1.294 -3.442 1.433
7 H 0.187 3.558 -5.178
8 H 0.023 2.758 -2.721
9 O 0.116 0.141 -1.620
10 H 1.249 -1.245 1.861
11 O -0.309 -1.881 -0.097
12 C 4.283 0.235 2.349
13 O -1.001 -4.333 1.610
14 C -2.774 0.066 0.999
15 H -2.251 0.838 1.595
16 O -1.585 2.154 -1.629
17 C -1.642 -4.980 2.674
18 H -2.634 -5.328 2.346
19 O -1.947 -2.378 -2.308
20 C 0.591 3.909 -4.218
21 C -3.099 -3.036 -1.801
22 H -1.479 -1.417 0.910
23 H -0.563 -1.749 3.220
24 H 0.038 2.594 4.244
25 O 2.283 2.219 -0.796
26 H -2.085 2.756 0.330
27 Al 1.734 -3.996 -0.118
28 H -0.127 4.628 -3.826
29 O -0.606 -0.106 -4.186
30 C 0.485 -1.908 3.526
31 H -1.993 4.018 -0.958
32 O 0.764 2.799 -3.361
33 H -2.627 -0.610 -4.062
34 Al 2.491 0.338 -3.032
35 H 0.762 -1.015 4.109
36 H -1.960 -0.236 -5.630
37 H 2.567 3.516 0.821
38 H -3.961 -2.489 -2.184
39 H -0.529 3.290 -0.247
40 O 1.160 0.039 0.798
41 P 0.636 -0.727 -0.442
42 O 3.823 0.028 1.057
43 H -1.107 -5.873 2.991
44 H -1.808 -4.328 3.539
45 H -1.372 -2.067 -1.582
46 H 0.593 -2.752 4.202
47 O 1.371 -2.057 2.441
48 H 1.535 4.415 -4.439
49 H 0.345 1.037 1.858
50 O 1.869 -1.370 -1.148
51 C 3.035 3.215 -0.122
52 O -2.340 -1.212 1.385
53 H -2.512 0.183 -0.063
54 H -3.096 -4.085 -2.118
55 O -0.138 1.636 2.485
56 H 3.171 4.119 -0.713
57 H -1.647 -1.837 -4.866
58 H -3.071 -3.061 -0.709
59 H -0.604 -0.149 -3.207
60 H 1.863 1.663 -0.117
61 H 3.940 -0.502 3.098
62 C -1.744 -0.757 -4.697
63 H 3.876 1.195 2.723
64 H 1.084 1.087 4.047
65 H 1.533 2.587 3.275
66 C 0.658 1.991 3.590
67 H 5.366 0.305 2.408

Mulliken atomic charge list, values in e, 4 entries:
1 H 0.44
2 H 0.38
3 C -0.34
4 H 0.31



no.,F_max (hartree/bohr),molar mass (g mol⁻¹)
1,0.159,683.13
2,0.047,302.40
3,0.033,520.57
4,0.050,469.35